Entry 1:
{
  "formula": "C48H113O34P7",
  "method": "ωB97M-V/def2-TZVPD",
  "symbols": ["O", "H", "H", "H", "H", "H", "O", "O", "H", "C", "C", "H", "O", "O", "C", "P", "C", "O", "P", "O", "H", "H", "H", "H", "C", "H", "C", "O", "H", "C", "H", "H", "C", "H", "C", "H", "C", "H", "C", "H", "O", "H", "H", "H", "O", "H", "H", "H", "O", "H", "H", "C", "C", "H", "H", "H", "H", "O", "H", "P", "H", "O", "P", "H", "H", "H", "O", "H", "O", "C", "H", "H", "H", "H", "H", "H", "C", "H", "H", "C", "H", "H", "H", "O", "O", "C", "H", "H", "O", "H", "C", "C", "H", "H", "O", "H", "H", "H", "H", "H", "O", "O", "H", "C", "P", "C", "H", "C", "H", "H", "C", "H", "H", "H", "H", "H", "O", "H", "H", "C", "H", "H", "H", "C", "H", "H", "C", "H", "H", "C", "O", "C", "H", "C", "H", "O", "H", "C", "C", "H", "H", "H", "O", "H", "C", "C", "H", "H", "C", "H", "H", "C", "P", "C", "O", "C", "H", "H", "C", "H", "O", "H", "H", "C", "H", "H", "O", "O", "H", "H", "H", "C", "O", "H", "C", "C", "H", "C", "C", "C", "H", "H", "H", "C", "C", "H", "H", "P", "H", "H", "H", "H", "O", "O", "H", "H", "C", "H", "H", "H", "O", "O"],
  "xyz": [[3.33, -4.46, 0.17], [-2.37, -5.17, 3.85], [1.86, -0.12, 1.43], [-8.46, -2.60, -4.05], [-2.33, 0.40, 4.60], [-3.66, 2.39, -3.17], [1.65, 4.80, 5.42], [6.45, 1.23, 0.62], [4.26, 3.01, -1.15], [0.31, 4.30, 5.59], [1.38, 5.77, 0.71], [9.74, 1.20, -1.40], [-7.16, 0.46, -0.67], [-0.40, -2.27, 1.60], [-2.02, -0.34, 3.86], [-6.97, 0.10, -2.08], [-8.31, -2.10, -1.97], [-2.42, 4.99, 3.86], [4.46, -5.37, 0.82], [3.76, -6.79, 0.72], [0.77, 4.27, 7.69], [5.70, 0.92, -1.34], [2.19, -4.71, 3.92], [-0.31, -1.94, -2.93], [2.69, -7.10, 1.60], [-2.28, 3.00, -1.38], [-1.55, -2.32, -1.24], [-5.54, 0.47, -2.64], [-3.63, -0.12, -2.90], [1.23, -2.77, 4.03], [-0.77, -5.91, 3.69], [-1.67, 8.30, -4.02], [5.19, 2.86, -0.60], [-8.64, 3.55, -4.80], [4.72, 4.63, 3.16], [-0.91, -3.14, -0.88], [-7.86, 2.21, -3.33], [2.11, 5.03, 0.38], [-3.84, 0.38, -0.79], [-1.31, 3.40, -2.77], [-1.36, 7.38, -1.61], [-0.09, -0.84, -1.58], [5.04, -0.36, 4.38], [-3.18, 8.49, -6.16], [1.89, 5.57, 3.04], [-6.88, 2.41, -3.76], [2.73, -1.51, -1.25], [4.58, -0.22, 2.72], [-3.90, -4.86, -2.90], [-5.51, 4.91, 3.20], [-1.79, 7.44, -6.31], [6.25, -6.83, -2.15], [-2.65, 3.78, 3.29], [-0.46, 1.40, 1.94], [-4.67, -4.76, -5.47], [3.03, -7.06, 2.65], [0.45, 4.38, 2.09], [6.77, -1.22, -0.04], [3.04, -9.16, 1.22], [-2.42, -4.31, -2.72], [-6.27, -4.03, -5.12], [3.83, 4.71, 4.29], [-1.50, 6.18, -2.42], [-8.03, -2.72, -1.12], [3.14, -3.37, 3.25], [-2.53, -7.49, 3.19], [-2.40, -2.67, 3.20], [1.80, 6.78, 0.78], [-1.82, -5.35, -1.69], [5.44, 1.38, -0.38], [-5.63, -3.76, -2.76], [-3.38, 3.90, -4.06], [0.52, 2.69, 6.98], [-0.34, 5.17, 5.46], [5.70, 6.49, 3.52], [6.03, 3.38, -1.06], [-4.86, -3.99, -3.50], [-3.11, -6.51, 1.83], [7.29, -6.52, -2.27], [9.88, -0.95, -1.48], [1.85, 1.61, 1.77], [-7.93, 2.74, -2.38], [-4.18, 1.39, -0.59], [-3.97, 3.53, 3.22], [2.00, 3.04, 3.59], [-3.46, 3.45, -3.07], [9.27, -1.82, -1.24], [-8.96, 1.86, -5.14], [-2.44, 6.35, -3.69], [1.59, 5.49, -4.02], [0.82, 5.41, 2.07], [-8.84, -2.98, -3.10], [-5.12, 4.17, 4.78], [4.29, 4.00, 2.37], [-0.11, 5.59, -2.89], [-5.88, -5.62, -4.50], [-1.08, 5.33, -5.48], [-0.89, 3.73, 7.29], [-9.92, 2.67, -3.93], [5.71, 0.97, 3.36], [-0.13, -3.24, 3.98], [4.95, -5.00, 2.14], [-2.76, 0.32, -0.82], [-2.58, -1.70, 4.25], [7.33, -0.08, 0.69], [-1.65, -5.57, 3.14], [-3.40, 6.75, -6.04], [0.15, 3.72, 6.98], [-3.64, -1.64, 4.46], [5.88, -7.11, -3.14], [-2.23, -6.76, 2.43], [-2.38, -0.05, 2.87], [1.83, -3.90, 2.32], [1.22, -6.60, -1.01], [1.58, -8.85, 2.13], [5.10, 3.32, 0.39], [7.58, -0.26, 2.23], [0.54, 5.87, 0.02], [5.45, -4.84, -2.22], [-0.03, 5.08, -5.30], [1.34, -1.72, 3.75], [0.65, -4.99, -0.70], [10.87, -0.99, -1.04], [-8.91, 2.60, -4.34], [1.47, -2.79, 5.10], [5.74, 5.92, 1.80], [2.41, -2.37, -0.67], [0.03, 4.00, -5.13], [1.87, -6.37, 1.58], [2.14, -3.78, 3.36], [-2.66, -3.01, -1.88], [-4.38, -0.19, -2.11], [4.44, -3.12, -0.90], [-2.22, 3.67, -2.24], [-8.40, -3.97, -3.00], [5.58, -5.47, -0.27], [1.95, -3.10, -1.35], [-4.72, 4.59, 3.86], [6.62, -0.96, 3.02], [-0.93, -0.33, 3.93], [-9.92, -3.06, -3.15], [-3.75, 6.55, 3.60], [0.91, 2.24, -1.96], [-3.63, 5.90, 5.24], [9.14, 0.32, -1.13], [-3.64, 5.64, 4.19], [0.50, 5.42, -6.19], [7.11, -1.34, 3.91], [2.19, -8.49, 1.30], [6.23, -1.84, 2.50], [-4.57, -1.26, -2.01], [5.43, -0.08, 3.40], [2.31, 4.41, 4.03], [1.47, 0.83, 1.11], [-7.94, 0.79, -3.09], [5.30, -5.75, -1.66], [-0.20, -6.34, 0.03], [4.29, -6.15, -1.75], [-5.46, -4.64, -4.72], [4.32, 6.61, 2.38], [8.76, 0.38, 0.23], [0.55, 6.92, -4.30], [-3.35, 8.19, -3.82], [5.15, 6.00, 2.72], [4.54, 0.86, -0.03], [1.68, -2.13, 0.10], [1.85, 1.10, -0.26], [-7.12, -1.43, -2.43], [-0.17, -5.80, -2.99], [6.23, -7.72, -1.53], [-0.48, -0.06, 0.88], [-0.05, 0.92, 1.05], [-2.13, 4.97, -1.64], [-4.49, -3.00, -3.79], [-0.63, -6.09, -2.05], [0.57, 5.84, -4.13], [-1.49, -0.60, -2.59], [0.31, -6.02, -0.87], [3.65, -3.08, -0.15], [-0.84, -1.37, -2.17], [4.10, -2.57, 0.71], [-2.06, -2.07, 5.13], [-0.96, -7.11, -2.28], [0.83, 1.72, -0.88], [-2.52, 7.66, -4.28], [0.02, 3.53, 4.87], [-1.50, -7.22, 1.76], [-0.99, -3.10, 2.65], [10.02, -1.00, -2.57], [1.57, -8.49, 0.40], [-4.31, -0.20, 0.01], [5.59, 4.08, 3.52], [-1.64, -4.12, -3.94], [-0.28, 1.72, -0.12], [-4.33, 3.91, -2.59], [8.30, 0.40, -1.83], [-2.73, 7.57, -5.77], [-1.98, -1.83, -0.37], [0.00, 6.07, 2.33], [-9.05, -1.40, -1.58], [-1.81, 3.06, 2.86], [-1.27, -4.58, 2.18]],
  "total_energy_ha": -6845.1934,
  "e_homo_ha": -0.3695,
  "smiles": "CCOP(=O)(OCC)OCC.CCOP(=O)(OCC)OCC.CCOP(=O)(OCC)OCC.CCOP(=O)(OCC)OCC.CCOP(=O)(OCC)OCC.CCOP(=O)(OCC)OCC.CCOP(=O)(OCC)OCC.O=C1OCCO1.O=C1OCCO1"
}

=====

Entry 2:
{
  "formula": "C48H114O26P2",
  "method": "ωB97M-V/def2-TZVPD",
  "symbols": ["H", "H", "C", "O", "O", "H", "C", "H", "H", "H", "H", "H", "H", "H", "O", "H", "O", "C", "H", "H", "C", "H", "O", "C", "H", "C", "C", "H", "H", "C", "H", "O", "C", "H", "C", "H", "H", "H", "C", "H", "H", "O", "O", "H", "H", "C", "O", "H", "C", "O", "C", "C", "H", "H", "H", "H", "H", "O", "H", "C", "H", "P", "H", "H", "H", "O", "H", "H", "H", "O", "O", "P", "C", "H", "H", "H", "H", "H", "H", "H", "C", "H", "H", "H", "H", "H", "H", "C", "H", "H", "C", "O", "C", "H", "O", "H", "H", "C", "H", "H", "H", "H", "H", "C", "C", "O", "H", "H", "C", "H", "H", "C", "H", "H", "H", "C", "C", "H", "H", "H", "C", "O", "O", "C", "H", "O", "H", "H", "H", "H", "C", "C", "C", "H", "H", "O", "C", "H", "H", "H", "H", "H", "O", "H", "H", "H", "C", "H", "H", "C", "H", "H", "H", "H", "H", "H", "H", "C", "H", "H", "H", "C", "O", "C", "H", "C", "C", "H", "H", "O", "C", "C", "H", "C", "C", "H", "H", "H", "O", "C", "H", "H", "H", "O", "H", "C", "H", "C", "H", "H"],
  "xyz": [[17.64, 24.61, 1.13], [20.18, 18.96, -1.67], [30.83, 27.70, 0.11], [12.97, 20.65, -3.16], [20.37, 16.00, -9.53], [27.02, 16.46, 2.75], [9.94, 12.40, -1.39], [13.23, 12.20, -2.16], [27.58, 18.40, 3.40], [13.05, 19.14, -4.65], [25.68, 17.45, 2.24], [26.48, 15.99, 5.42], [18.78, 20.21, -7.10], [13.31, 13.08, -3.73], [33.81, 27.37, -9.20], [38.34, 29.64, -8.80], [12.74, 14.38, -2.06], [25.63, 20.87, -2.75], [36.12, 30.86, -10.58], [20.02, 19.44, -5.96], [38.17, 25.49, -9.31], [25.24, 14.80, 5.47], [13.63, 21.77, 7.54], [26.13, 16.97, 3.11], [12.52, 17.05, 4.61], [12.82, 13.02, -2.75], [31.97, 28.54, 0.57], [7.38, 11.89, 2.39], [27.33, 20.53, 4.49], [28.74, 28.69, -5.54], [37.95, 27.52, -8.70], [20.93, 18.74, 0.36], [13.39, 19.57, 6.47], [7.79, 10.54, 1.63], [15.44, 22.86, 1.01], [14.22, 13.88, -0.72], [36.98, 29.47, -11.05], [19.80, 14.02, -10.19], [22.40, 15.27, 5.56], [38.32, 31.07, -9.90], [29.58, 28.81, -6.22], [25.81, 19.31, 3.74], [25.27, 16.04, 3.77], [13.40, 22.29, 0.73], [17.76, 18.08, 5.16], [24.42, 16.63, 5.92], [29.67, 26.25, -2.85], [22.05, 16.10, 4.94], [20.17, 14.99, -10.54], [28.38, 28.10, -1.39], [8.20, 11.55, 1.74], [16.93, 18.08, 4.45], [38.00, 25.05, -8.33], [32.14, 26.33, -9.35], [21.11, 12.41, -13.61], [29.17, 30.42, -4.37], [27.06, 27.51, -2.78], [23.95, 19.90, -1.25], [24.83, 16.91, 6.89], [26.62, 18.23, 3.87], [31.80, 29.58, 0.29], [35.23, 27.65, -9.99], [13.31, 23.35, 6.28], [27.83, 29.39, -3.66], [14.23, 20.34, -5.03], [23.22, 15.94, 6.43], [14.99, 23.81, 1.31], [22.07, 20.36, -0.13], [19.88, 12.80, -12.36], [29.85, 28.80, -3.41], [18.66, 18.22, -6.84], [29.65, 27.63, -2.31], [27.17, 27.47, -1.69], [9.16, 11.62, 2.26], [27.04, 20.68, 2.76], [18.99, 15.45, -8.16], [17.07, 17.16, 3.89], [13.30, 17.19, 6.22], [17.69, 23.42, 2.30], [9.70, 10.60, -0.10], [12.77, 20.98, 6.73], [37.74, 27.28, -10.50], [25.96, 21.37, -1.84], [13.86, 15.55, -0.84], [21.45, 12.14, -11.85], [10.47, 12.95, -0.62], [27.85, 29.15, -5.96], [14.72, 17.47, 4.48], [13.48, 18.95, 7.36], [16.78, 18.96, 3.83], [19.96, 19.21, -0.63], [26.64, 20.43, -3.54], [13.52, 20.24, -0.78], [19.62, 15.47, -11.35], [35.22, 27.51, -11.50], [18.41, 16.60, -9.34], [15.51, 22.42, 2.01], [26.55, 20.56, 3.73], [14.52, 23.55, 7.50], [27.32, 22.39, -4.12], [18.62, 23.21, 0.63], [24.99, 18.78, -2.66], [22.72, 14.44, 4.94], [25.44, 15.82, 5.16], [9.16, 11.40, -0.61], [21.46, 14.09, -12.43], [20.06, 18.29, -8.40], [13.66, 19.17, -0.65], [14.36, 22.19, 0.22], [14.87, 20.97, -2.47], [32.04, 28.47, 1.65], [19.24, 16.39, -8.66], [32.90, 28.19, 0.11], [12.47, 20.37, -0.52], [22.58, 18.46, -1.72], [18.99, 19.47, -6.33], [37.76, 30.47, -9.19], [26.92, 18.06, 4.90], [30.95, 26.64, 0.33], [37.38, 30.97, -8.29], [33.38, 25.69, -7.68], [15.81, 17.88, 5.29], [14.52, 20.80, 0.05], [33.19, 26.16, -9.12], [23.83, 19.93, -3.33], [36.30, 26.80, -9.13], [26.03, 29.21, -1.20], [14.35, 19.33, -2.43], [11.73, 20.99, 7.06], [20.42, 17.11, -7.13], [27.73, 21.42, -3.86], [13.95, 14.65, -1.45], [11.45, 12.50, -3.32], [14.76, 22.47, 5.99], [29.89, 28.09, 0.51], [8.45, 12.19, 0.39], [37.61, 26.86, -9.50], [21.85, 13.86, -10.52], [12.57, 20.50, -5.33], [27.34, 26.44, -1.38], [14.44, 19.73, 6.23], [39.23, 25.76, -9.23], [30.87, 27.94, -1.36], [28.16, 21.16, -4.83], [25.11, 27.74, -0.99], [14.66, 18.04, 3.55], [13.26, 20.20, -4.54], [8.53, 10.78, -1.24], [11.47, 11.77, -4.13], [14.00, 20.35, -2.25], [32.91, 24.72, -7.50], [33.13, 26.36, -6.85], [28.46, 21.42, -3.04], [26.34, 28.27, 0.24], [34.42, 25.43, -7.48], [22.23, 15.50, -11.21], [38.11, 24.72, -10.08], [13.30, 17.55, 5.19], [25.14, 21.69, -3.26], [23.74, 17.93, -0.75], [14.31, 22.68, -0.75], [22.28, 19.37, 0.27], [35.61, 29.14, -9.51], [26.09, 28.19, -0.81], [28.34, 27.68, -5.47], [28.80, 29.42, -4.14], [19.62, 17.55, -7.72], [18.99, 18.71, -0.65], [33.75, 25.62, -9.89], [10.70, 11.72, -2.37], [14.11, 22.83, 6.79], [24.61, 19.80, -2.58], [14.95, 16.46, 4.15], [23.13, 18.83, -0.86], [17.76, 23.53, 1.22], [12.57, 21.35, 5.72], [19.88, 20.30, -0.62], [24.06, 17.54, 5.42], [12.75, 18.85, 5.42], [20.94, 12.76, -12.59], [9.23, 12.90, -2.04], [18.45, 19.65, -5.40], [21.63, 14.76, 6.14], [16.76, 22.87, 0.45], [22.75, 19.50, 1.25], [21.49, 14.70, -11.12], [14.84, 14.80, -2.05], [36.57, 29.96, -10.16], [25.82, 21.34, 3.93], [10.74, 13.25, -3.67]],
  "total_energy_ha": -4535.6719,
  "e_homo_ha": -0.3450,
  "smiles": "CCOP(=O)(OCC)OCC.CCOP(=O)(OCC)OCC.COCCOCCOC.COCCOCCOC.COCCOCCOC.COCCOCCOC.COCCOCCOC.COCCOCCOC"
}